No. 1
A molecular structure, C60H60N11O2P4SSe2W at a distorted geometry, computed with ωB97M-V/def2-TZVPD.

As for the largest force on an atom: 1.8 eV/A. For the highest occupied orbital energy (alpha / beta), the calculation gives -10.5 / -11.3 eV. The value obtained for the electronic energy is -264178.734 eV. Its energy relative to the best compared isomer or geometry (same formula, charge and spin) is 12.44 kcal per mole. The total charge is +2. As for the spin multiplicity: 4. Its HOMO-LUMO gap (alpha / beta) is 5.92 / 6.14 eV.

Geometry as XYZ:
```
141
Properties=species:S:1:pos:R:3:forces:R:3
W 0.29932 1.02530 0.30142 1.758 -0.517 -0.057
O -1.29791 -0.65127 1.27218 -0.385 -0.080 0.063
N -0.88926 -1.70218 1.95375 0.157 -0.067 -0.090
C -1.74309 -2.73399 2.14555 0.051 0.028 -0.085
C -1.33922 -3.87339 2.78733 -0.077 -0.032 0.010
C -0.03128 -3.95262 3.26057 0.112 -0.014 0.073
C 0.81219 -2.87794 3.09837 -0.082 -0.080 -0.030
C 0.37715 -1.72502 2.44112 -0.103 0.114 -0.039
S 1.35217 -0.31817 2.23335 -0.098 0.048 0.033
H -2.73939 -2.56815 1.76407 0.050 0.009 -0.055
H -2.04094 -4.68503 2.92245 0.021 0.045 -0.019
H 0.31757 -4.84555 3.76394 -0.004 0.042 -0.034
H 1.82952 -2.90377 3.45272 0.082 -0.003 0.012
Se 3.88882 -4.30852 1.34031 0.000 -0.030 0.052
P 2.65676 -4.51638 -0.33832 -0.082 0.159 -0.160
C 3.56508 -4.99255 -1.84346 -0.033 0.020 -0.011
C 3.32777 -6.17591 -2.54042 0.011 0.093 -0.035
C 4.11636 -6.49684 -3.64019 -0.045 -0.008 0.032
C 5.14473 -5.65574 -4.03841 0.013 -0.016 -0.041
C 5.39826 -4.48564 -3.33356 -0.046 0.050 0.012
C 4.61039 -4.16444 -2.24151 -0.088 -0.053 -0.071
C 1.34476 -5.76478 -0.23051 0.151 -0.137 0.093
C 0.37282 -5.92369 -1.22010 -0.023 -0.098 0.015
C -0.45975 -7.03014 -1.20100 0.014 0.029 -0.018
C -0.31687 -7.99746 -0.21085 -0.022 -0.012 0.011
C 0.64612 -7.84510 0.77303 0.015 0.036 0.000
C 1.47655 -6.72866 0.76429 -0.112 0.045 0.034
C 1.77801 -2.94148 -0.69865 -0.008 -0.006 0.054
C 2.12013 -1.58421 -0.69333 -0.013 0.089 0.102
N 0.96076 -0.88395 -0.86964 -0.411 -0.474 -0.100
N -0.00831 -1.78289 -1.01551 0.535 -0.025 0.472
N 0.44149 -2.99660 -0.88760 0.009 0.007 -0.315
P 3.63254 -0.59213 -0.69170 -0.217 0.043 0.094
Se 2.93598 1.42584 -0.31431 -0.170 0.069 0.172
C 4.95556 -1.04650 0.44140 0.073 0.017 -0.193
C 4.89129 -0.60557 1.76172 0.057 -0.076 0.036
C 5.92502 -0.89634 2.63616 -0.012 -0.029 0.009
C 7.02832 -1.61895 2.19936 -0.030 0.001 0.019
C 7.10237 -2.04502 0.88183 0.016 -0.026 -0.060
C 6.07478 -1.75531 -0.00038 -0.029 0.017 0.090
C 4.25708 -0.62044 -2.38065 0.150 -0.162 0.034
C 3.47536 -1.11236 -3.42272 0.038 -0.013 0.014
C 3.97272 -1.10838 -4.71711 -0.004 -0.004 -0.021
C 5.24494 -0.61489 -4.97353 -0.033 -0.016 -0.014
C 6.01531 -0.09785 -3.93926 0.049 0.040 0.052
C 5.52282 -0.09044 -2.64293 -0.117 0.024 -0.061
H 2.53935 -6.84903 -2.23320 0.025 -0.011 -0.007
H 3.92490 -7.41315 -4.18483 0.022 0.019 0.038
H 5.75535 -5.91540 -4.89521 -0.026 0.003 0.054
H 6.20794 -3.83077 -3.63465 -0.036 -0.016 0.022
H 4.79977 -3.27282 -1.66748 0.082 0.065 -0.008
H 0.28534 -5.19416 -2.01186 0.034 -0.016 -0.030
H -1.20788 -7.15872 -1.97460 0.024 0.006 0.015
H -0.94891 -8.87750 -0.22059 0.008 0.055 0.021
H 0.76701 -8.60279 1.53713 -0.004 0.046 -0.010
H 2.24027 -6.60052 1.52308 -0.003 -0.037 -0.034
H 4.03285 -0.05243 2.10807 -0.040 0.047 0.003
H 5.87005 -0.55350 3.66197 -0.002 -0.025 -0.040
H 7.83666 -1.84460 2.88408 -0.042 0.014 -0.015
H 7.96070 -2.60825 0.53657 -0.041 0.041 0.016
H 6.15939 -2.08411 -1.02526 0.026 0.039 0.008
H 2.48710 -1.50792 -3.22186 0.026 -0.037 -0.008
H 3.37135 -1.50744 -5.52467 0.029 0.014 0.020
H 5.63677 -0.63272 -5.98300 -0.010 0.019 0.037
H 7.00402 0.29826 -4.14005 -0.078 -0.015 0.006
H 6.11137 0.33187 -1.83659 0.035 -0.051 -0.053
C -6.22417 10.97154 7.32748 -0.028 -0.039 -0.003
O -6.80426 10.02800 6.43177 -0.051 0.155 0.088
C -6.02766 9.04344 5.95865 0.131 -0.096 -0.010
C -4.71554 8.81290 6.36703 0.048 0.049 0.075
C -3.98233 7.79804 5.77335 0.044 -0.030 0.016
C -4.53169 7.00048 4.77650 0.035 -0.004 -0.026
C -5.86660 7.21133 4.41158 0.028 -0.077 -0.078
C -6.60466 8.21286 4.99449 -0.130 -0.028 -0.066
C -3.75316 5.98672 4.06701 0.087 -0.010 -0.020
N -4.22744 5.14240 3.17656 -0.117 -0.083 -0.070
C -3.15126 4.42472 2.74193 -0.123 -0.011 -0.032
C -1.99622 4.82951 3.36693 0.073 0.124 0.091
N -2.39611 5.83181 4.21572 0.071 0.018 0.100
C -0.71969 4.25658 3.09849 -0.031 0.042 0.054
C 0.49137 4.59978 3.71831 -0.083 0.065 0.027
C 1.62858 3.92362 3.36413 0.085 0.060 0.062
C 1.56999 2.93235 2.38754 0.173 0.076 -0.030
N 0.44761 2.60465 1.75893 -0.206 0.426 0.323
C -0.69446 3.24231 2.12863 0.037 -0.065 -0.001
C -1.89187 2.78222 1.49381 0.047 -0.004 -0.111
N -1.74335 1.74554 0.62417 -0.808 0.255 0.408
C -2.84879 1.27977 0.06553 0.073 -0.228 -0.115
C -4.11935 1.79871 0.30344 -0.122 -0.076 -0.053
C -4.27498 2.84686 1.17105 -0.147 0.034 -0.027
C -3.13286 3.36011 1.78794 0.080 0.074 0.109
H -6.97350 11.74023 7.47772 -0.043 0.011 0.006
H -5.32665 11.41998 6.89818 -0.002 0.002 -0.029
H -5.98341 10.50972 8.28628 0.005 -0.036 0.005
H -4.26551 9.41415 7.14465 0.009 -0.040 -0.056
H -2.96786 7.63685 6.12368 -0.027 0.032 -0.028
H -6.30251 6.57692 3.65010 -0.004 0.056 0.030
H -7.63639 8.38946 4.71384 0.082 -0.010 0.001
H -1.81393 6.35968 4.84043 0.004 0.062 0.007
H 0.52291 5.38009 4.47006 0.018 -0.054 -0.030
H 2.58177 4.14369 3.82597 -0.049 -0.011 -0.018
H 2.46639 2.40503 2.10101 0.002 -0.075 -0.028
H -2.70629 0.43765 -0.58955 -0.013 -0.086 -0.076
H -4.97525 1.34824 -0.18179 0.044 0.006 -0.017
H -5.24514 3.27160 1.40147 0.076 -0.008 -0.017
C -4.44748 -2.68701 -3.29266 0.139 -0.053 0.143
N -3.84276 -1.74766 -4.33547 0.061 0.066 0.080
C -2.83876 -2.54663 -5.16324 0.192 -0.055 0.150
N -1.85227 -3.12716 -4.32427 0.100 -0.031 -0.012
C -2.47070 -4.00044 -3.32516 -0.023 0.233 0.006
N -3.42912 -3.27019 -2.49772 0.004 -0.063 0.129
C -2.76443 -2.34485 -1.56719 0.184 -0.012 -0.161
P -1.69002 -1.05768 -2.40664 -1.076 0.093 -0.950
C -3.15203 -0.59906 -3.64823 0.286 0.059 0.262
C -0.92204 -2.15739 -3.72747 -0.116 -0.016 0.148
H -4.99973 -3.45174 -3.83824 0.007 -0.018 -0.074
H -5.13446 -2.09986 -2.68563 -0.010 0.051 -0.016
H -4.58489 -1.41186 -4.95016 -0.006 0.045 -0.002
H -2.39111 -1.86203 -5.88078 -0.026 0.050 -0.026
H -3.40166 -3.31905 -5.68550 -0.077 -0.019 -0.008
H -1.69716 -4.41097 -2.67942 0.013 -0.003 0.002
H -2.98376 -4.81753 -3.83555 -0.019 0.016 -0.015
H -2.13727 -2.93097 -0.89852 0.001 0.007 0.061
H -3.51899 -1.83904 -0.96045 -0.026 -0.003 0.004
H -2.75674 0.06077 -4.42299 -0.013 -0.046 -0.058
H -3.91891 -0.04201 -3.10534 -0.029 -0.033 0.008
H -0.08447 -2.70960 -3.30836 0.022 -0.016 0.021
H -0.53130 -1.51153 -4.51738 -0.006 -0.002 -0.026
C 1.08229 4.20100 -1.22923 -0.133 -0.090 0.052
P 0.14243 2.67077 -1.57936 0.195 0.379 -0.352
C -1.46432 3.41074 -2.03382 -0.035 -0.162 0.067
C 0.82319 2.17240 -3.19276 -0.064 -0.068 0.036
H 1.07514 4.84122 -2.11107 -0.016 0.053 0.002
H 2.11210 3.97690 -0.96703 0.082 -0.013 0.001
H 0.61448 4.73108 -0.39847 -0.002 0.021 0.009
H -1.31063 4.14660 -2.82243 -0.024 0.010 -0.029
H -1.89770 3.91104 -1.16605 -0.024 -0.015 -0.025
H -2.16264 2.64740 -2.38017 0.023 0.012 -0.002
H 0.72602 2.99767 -3.89948 -0.010 -0.024 -0.024
H 0.29010 1.29793 -3.56920 0.001 0.008 0.014
H 1.87567 1.91999 -3.07390 0.011 -0.044 0.006
```
Positions in Å, forces in eV/Å.

***

No. 2
A molecular structure, C60H63AsN4O7PSTeV at a distorted geometry, computed with ωB97M-V/def2-TZVPD.

As for the largest force on an atom: 2.4 eV/A. For the highest occupied orbital energy (alpha / beta), the calculation gives 0.3 / 0.0 eV. The value obtained for the electronic energy is -197479.025 eV. Its energy relative to the best compared isomer or geometry (same formula, charge and spin) is 45.94 kcal per mole. The total charge is -2. As for the spin multiplicity: 3. Its HOMO-LUMO gap (alpha / beta) is 3.59 / 3.89 eV.

Geometry as XYZ:
```
139
Properties=species:S:1:pos:R:3:forces:R:3
V -0.05385 -1.17576 -0.21859 -0.949 -0.918 1.497
C -2.69381 -1.29955 -3.64883 0.112 0.165 -0.155
C -1.60251 -1.52180 -2.64770 -0.429 0.304 0.591
N -1.65117 -0.98483 -1.37217 -1.056 0.218 -0.613
N -2.79459 -0.39008 -0.89841 0.312 -0.618 -0.483
C -2.70212 -0.35680 0.39713 0.454 -0.348 0.116
O -1.63611 -0.87189 0.99486 -0.788 0.344 0.382
C -3.83711 0.12268 1.19566 0.059 -0.021 0.149
C -3.83314 -0.05628 2.58237 -0.115 0.029 0.140
C -4.91045 0.35697 3.36297 0.138 -0.067 -0.082
C -6.01875 0.95313 2.77719 0.031 -0.029 -0.072
C -6.03943 1.11561 1.39222 0.112 -0.064 -0.043
C -4.96962 0.70399 0.61157 -0.130 0.127 -0.062
C -0.56980 -2.39668 -2.78223 0.277 -0.275 0.403
C -0.25949 -3.16568 -3.96461 0.018 0.115 0.186
C 0.71268 -4.10257 -3.94412 0.161 -0.118 0.179
C 1.44890 -4.32952 -2.71957 -0.095 -0.101 -0.285
C 1.16085 -3.57512 -1.63121 -0.513 0.522 -0.077
N 0.18506 -2.59885 -1.57015 0.482 -1.294 -0.928
H -3.60978 -1.02605 -3.12199 0.011 -0.011 -0.030
H -2.46336 -0.48510 -4.35532 -0.065 -0.089 0.114
H -2.87892 -2.20705 -4.23518 0.000 0.115 0.039
H -2.97417 -0.54055 3.03086 -0.042 0.044 -0.014
H -4.88254 0.20623 4.43773 0.025 0.004 -0.027
H -6.85691 1.27916 3.38364 0.029 -0.007 -0.023
H -6.90328 1.56536 0.91607 0.002 0.027 -0.013
H -4.99086 0.82768 -0.46667 -0.015 -0.029 0.170
H -0.82294 -2.96577 -4.87081 0.053 0.013 0.050
H 0.95042 -4.66880 -4.84073 -0.015 0.019 0.063
H 2.25668 -5.05251 -2.66004 -0.093 0.121 -0.055
H 1.73795 -3.72656 -0.73232 0.026 0.113 0.163
O 4.48070 -2.91345 -1.11261 0.183 0.001 0.118
S 4.02604 -2.33240 0.11683 -0.850 0.343 0.310
O 4.90719 -1.40609 0.78981 0.119 -0.322 -0.120
O 2.68352 -1.34170 -0.28216 0.291 -0.057 -0.947
O 3.32857 -3.25963 1.01488 0.372 0.270 -0.431
C 0.56689 2.31900 2.28304 -0.231 0.014 0.015
P 0.68599 0.50013 1.98100 0.472 0.384 0.180
C 2.42765 0.29943 2.54059 -0.003 0.066 -0.022
C -0.20921 0.04304 3.52151 0.019 -0.049 -0.043
H 0.79180 2.54293 3.33328 -0.009 -0.008 -0.084
H -0.45050 2.65076 2.05353 0.080 0.033 0.011
H 1.25385 2.87391 1.65020 0.066 0.014 -0.118
H 2.57034 0.71325 3.54595 0.010 0.004 -0.050
H 3.09488 0.80892 1.84143 -0.036 -0.022 0.016
H 2.71673 -0.74666 2.53149 0.025 -0.125 -0.028
H 0.36276 0.38437 4.39091 -0.027 -0.011 0.003
H -0.38460 -1.02704 3.57974 -0.002 -0.019 -0.029
H -1.17470 0.54740 3.51507 -0.016 -0.005 0.004
O 0.66307 -2.23637 1.59109 0.306 -0.722 0.047
As 1.01114 -3.61274 2.44299 -0.481 0.294 0.281
C 0.70274 -5.30221 1.58319 0.137 0.035 0.007
C -0.17399 -5.33365 0.51262 -0.087 -0.103 -0.175
C -0.52635 -6.55647 -0.04915 -0.034 0.179 -0.012
C -0.01955 -7.73498 0.47068 -0.035 -0.076 -0.015
C 0.82832 -7.70180 1.56865 0.082 0.148 0.131
C 1.18214 -6.48284 2.13552 0.027 -0.222 -0.045
C 2.55406 -3.64503 3.58707 0.275 0.118 -0.211
C 3.64395 -4.48289 3.37507 0.050 -0.072 0.181
C 4.76618 -4.36474 4.18318 -0.145 -0.108 -0.065
C 4.81304 -3.39513 5.17506 -0.003 0.066 0.027
C 3.73968 -2.53746 5.36037 -0.026 -0.020 0.006
C 2.60767 -2.66294 4.56474 0.017 -0.075 0.138
C -0.43170 -3.69670 3.74682 -0.179 0.005 -0.276
C -1.69407 -3.36321 3.25865 -0.121 0.124 0.176
C -2.80053 -3.41423 4.09793 0.106 0.004 -0.106
C -2.65006 -3.80559 5.42221 -0.030 0.021 0.028
C -1.39720 -4.15280 5.90304 0.088 -0.018 0.011
C -0.28833 -4.09945 5.06262 -0.023 -0.109 0.235
H -0.57957 -4.41260 0.11260 0.023 0.085 -0.107
H -1.19155 -6.57474 -0.90263 0.009 0.026 -0.004
H -0.29231 -8.68640 0.02706 0.023 0.043 0.003
H 1.21796 -8.62202 1.98429 0.002 -0.021 0.033
H 1.81843 -6.46060 3.01081 0.036 -0.029 -0.004
H 3.63140 -5.19495 2.56051 0.040 0.074 0.033
H 5.61542 -5.01605 4.01994 0.005 0.011 -0.023
H 5.69949 -3.29479 5.79063 -0.019 0.009 -0.013
H 3.78457 -1.76285 6.11428 -0.007 0.028 0.015
H 1.76657 -1.99400 4.70196 0.007 0.074 0.008
H -1.79972 -3.00045 2.24336 -0.014 0.083 -0.106
H -3.77357 -3.12713 3.71963 0.002 0.019 -0.021
H -3.50951 -3.82384 6.08390 0.029 -0.027 -0.033
H -1.27727 -4.45624 6.93714 0.014 0.009 -0.025
H 0.69030 -4.35899 5.44516 0.022 -0.037 0.051
C -5.00844 6.60891 0.62724 0.077 -0.035 -0.075
C -3.95515 5.71841 0.01076 0.045 0.047 0.002
C -4.30536 4.65654 -0.81181 -0.030 -0.001 -0.008
C -3.35417 3.77428 -1.32440 0.033 -0.078 -0.124
C -3.83308 2.67245 -2.25353 0.073 0.116 0.182
C -1.99083 3.93670 -0.99740 -0.069 -0.141 0.372
Te -0.67891 2.19899 -1.37389 -0.349 0.736 -0.287
N 0.71262 -0.02274 -1.53615 1.658 1.260 -1.098
C 1.80893 -0.15122 -2.10434 0.011 0.076 0.195
O 2.93137 -0.84831 -1.62968 -0.062 -0.285 0.426
C 2.20716 0.45777 -3.41665 0.095 -0.308 0.103
C 3.53750 0.61637 -3.78387 0.302 0.100 -0.115
C 3.86783 1.21366 -4.99788 0.057 -0.096 0.199
C 2.86970 1.64135 -5.85729 -0.149 0.009 -0.025
C 1.53677 1.45495 -5.50481 -0.045 -0.058 0.110
C 1.20784 0.85810 -4.29375 -0.105 0.044 -0.233
C 0.86906 3.41560 -2.24206 0.116 -0.046 -0.229
C 2.21271 3.30798 -1.85005 0.018 0.019 0.046
C 2.73332 2.31863 -0.83086 0.031 0.263 0.012
C 3.16985 4.15123 -2.42924 -0.038 -0.041 0.009
C 2.84362 5.09499 -3.38598 0.012 0.024 0.049
C 3.88685 6.01043 -3.98030 -0.042 -0.084 -0.008
C 1.51704 5.16370 -3.79702 -0.013 0.005 -0.012
C 0.53595 4.33233 -3.26791 -0.085 -0.015 0.050
C -0.85709 4.44853 -3.84355 0.133 -0.019 0.072
C -1.62365 5.04490 -0.20871 0.054 0.062 -0.008
C -0.17555 5.36030 0.11837 -0.239 -0.013 -0.067
C -2.60504 5.91566 0.27544 0.042 -0.080 -0.068
H -5.95488 6.53327 0.08604 0.059 0.006 0.025
H -4.69475 7.65624 0.62570 -0.017 -0.039 0.002
H -5.19696 6.32274 1.66572 -0.008 0.008 -0.017
H -5.35675 4.49591 -1.05122 0.121 0.008 0.016
H -4.91642 2.74124 -2.40285 0.109 0.023 0.032
H -3.59695 1.67596 -1.86977 0.003 0.041 -0.048
H -3.34323 2.75784 -3.22766 -0.014 -0.017 0.033
H 4.31356 0.27433 -3.10671 -0.044 0.045 -0.125
H 4.90959 1.34442 -5.27124 -0.026 -0.020 0.040
H 3.12513 2.10669 -6.80370 -0.017 -0.001 0.038
H 0.74749 1.77178 -6.17809 0.018 -0.005 0.028
H 0.17727 0.68154 -4.00771 -0.007 0.026 0.011
H 1.94208 1.72055 -0.39357 -0.039 0.017 0.126
H 3.26957 2.84393 -0.03459 -0.013 0.023 -0.008
H 3.44260 1.62383 -1.29468 -0.091 0.167 0.114
H 4.20831 4.04523 -2.11672 -0.105 0.009 -0.010
H 4.86015 5.84738 -3.51289 -0.042 0.006 -0.027
H 3.61524 7.06062 -3.84100 0.011 -0.030 -0.008
H 3.99627 5.83923 -5.05629 -0.007 0.004 0.069
H 1.23615 5.87939 -4.56961 0.019 -0.085 0.057
H -0.82991 4.97348 -4.80322 0.023 -0.048 0.076
H -1.52770 4.98666 -3.16748 0.050 -0.036 -0.098
H -1.28960 3.45488 -3.98902 0.020 0.048 -0.020
H 0.41507 4.45045 0.18930 0.024 -0.030 0.044
H -0.09591 5.90847 1.06253 -0.044 -0.033 -0.087
H 0.27701 5.97160 -0.67292 -0.049 -0.093 0.069
H -2.29981 6.75957 0.89384 -0.023 -0.074 -0.035
```
Positions in Å, forces in eV/Å.

***

total charge of number 1 (C60H60N11O2P4SSe2W)?
+2